(1)
Density functional theory data (the ωB97M-V functional and the def2-TZVPD basis) for a molecular structure, CF4OP2 in a non-equilibrium geometry.

```
! wB97M-V def2-TZVPD RIJCOSX def2/J DEFGRID3
* xyz 0 1
F -2.57664 -0.61723 0.13674
F 2.51983 -0.19324 0.76452
P -1.49505 0.46772 0.61906
C 0.23793 -0.81358 -0.15548
P 1.69703 0.31637 -0.52929
F 1.01477 1.54538 0.26761
F -1.52860 1.26696 -0.78135
O 0.13074 -1.97238 -0.32181
*
```

Calculated values
LUMO level = -0.575 eV
E_HOMO = -8.7 eV
Frontier orbital gap = 0.297 Ha
Energy relative to the best compared isomer or geometry (same formula, charge and spin) = 44.05 kJ/mol



(2)
Density functional theory data (the ωB97M-V functional and the def2-TZVPD basis) for 2 unconnected molecules or ions with the total composition CF5N2P in a non-equilibrium geometry.

```
! wB97M-V def2-TZVPD RIJCOSX def2/J DEFGRID3
* xyz 0 1
N -1.07006 0.75719 0.94256
F 0.56697 -1.60958 1.51142
F 1.19024 -0.42604 -1.96283
N 0.91040 -0.89769 0.35247
P 0.44811 -1.52767 -1.09440
F -1.90509 1.84798 1.10074
F 0.86765 1.80717 0.10034
F -1.05448 -0.85139 -1.40910
C 0.04626 0.90004 0.45880
*
```

Calculated values
LUMO level = -1.207 eV
E_HOMO = -11.0 eV
Frontier orbital gap = 0.361 Ha
Energy relative to the best compared isomer or geometry (same formula, charge and spin) = 257.85 kJ/mol



(3)
Density functional theory data (the ωB97M-V functional and the def2-TZVPD basis) for a molecular structure, CF5NO7S3Sn in a non-equilibrium geometry.

```
! wB97M-V def2-TZVPD RIJCOSX def2/J DEFGRID3
* xyz 0 1
C -1.63202 -2.77765 -4.82558
O -0.05794 0.34640 4.05341
N 1.51920 2.06523 2.76673
F -0.80079 -3.78130 -5.18120
O 1.51123 4.36195 3.87716
F -1.35345 -1.65418 -5.56444
F -0.05821 0.73348 1.81516
S -1.25985 -2.28959 -2.96314
F 3.41249 2.80970 3.99719
O 0.06403 -1.61291 -3.02702
O -1.12831 2.42727 3.12915
O 1.40264 2.33288 5.31009
O -2.40043 -1.55825 -2.55470
S -0.03531 1.52608 3.21706
O -1.22525 -3.54662 -2.23896
S 1.74138 2.91936 3.99970
Sn 3.18917 0.83611 -0.82592
F -2.88864 -3.13789 -4.98470
*
```

Calculated values
LUMO level = -7.296 eV
E_HOMO = -9.8 eV
Frontier orbital gap = 0.091 Ha



(4)
Density functional theory data (the ωB97M-V functional and the def2-TZVPD basis) for 2 unconnected molecules or ions with the total composition CFN3O8S in a non-equilibrium geometry.

```
! wB97M-V def2-TZVPD RIJCOSX def2/J DEFGRID3
* xyz 0 1
O -0.46167 -1.92251 -0.47240
N 1.45291 -0.47120 2.08001
O 2.60404 -0.75147 1.79570
F -3.12948 1.51928 -2.37339
O -0.05360 -2.66169 1.45632
O 1.04631 -0.19641 3.17188
C 0.59773 -0.54184 0.97671
N 0.42285 0.61163 0.35539
O -0.14370 0.72261 -0.71856
S -1.71968 1.81302 -3.17038
O 0.98127 1.53703 0.94353
N 0.02073 -1.79881 0.62837
O -2.05478 1.55154 -4.53876
O -1.08179 2.94258 -2.62914
*
```

Calculated values
LUMO level (spin up / spin down) = -2.834 / -4.906 eV
E_HOMO (spin up / spin down) = -12.3 / -10.9 eV
Frontier orbital gap (spin up / spin down) = 0.347 / 0.222 Ha
Energy relative to the best compared isomer or geometry (same formula, charge and spin) = 269.50 kJ/mol



(5)
Density functional theory data (the ωB97M-V functional and the def2-TZVPD basis) for a molecular structure, CFNO2 in a non-equilibrium geometry.

```
! wB97M-V def2-TZVPD RIJCOSX def2/J DEFGRID3
* xyz 0 1
O -1.68753 0.89051 0.22455
O 1.55825 -0.46973 -0.36100
F -0.63060 -0.96189 -0.40848
N 1.19572 0.16974 0.55657
C -0.63587 0.33200 0.14701
*
```

Calculated values
LUMO level = -1.626 eV
E_HOMO = -10.3 eV
Frontier orbital gap = 0.317 Ha
Energy relative to the best compared isomer or geometry (same formula, charge and spin) = 88.62 kJ/mol



(6)
Density functional theory data (the ωB97M-V functional and the def2-TZVPD basis) for 2 unconnected molecules or ions with the total composition CFNO2S2 in a non-equilibrium geometry.

```
! wB97M-V def2-TZVPD RIJCOSX def2/J DEFGRID3
* xyz 0 1
S 0.78025 0.35249 -0.06491
S -0.38451 -1.46743 -0.04148
N -2.65091 0.28447 0.06704
O 0.52672 1.03324 1.11041
F 2.69639 -0.76216 0.18069
O 0.76178 1.00111 -1.33222
C -1.72973 -0.44172 0.08047
*
```

Calculated values
LUMO level = -3.576 eV
E_HOMO = -11.8 eV
Frontier orbital gap = 0.302 Ha
Energy relative to the best compared isomer or geometry (same formula, charge and spin) = 231.03 kJ/mol



(7)
Density functional theory data (the ωB97M-V functional and the def2-TZVPD basis) for 3 unconnected molecules or ions with the total composition CFO5S in a non-equilibrium geometry.

```
! wB97M-V def2-TZVPD RIJCOSX def2/J DEFGRID3
* xyz -1 1
O 0.58178 -2.61799 0.90932
O 0.92350 0.30111 -1.38852
S -0.13493 0.80658 -0.40438
O -0.44382 -0.11764 0.72423
F -2.44611 2.38957 -2.28378
C 0.96214 -1.61092 1.32558
O -1.12975 1.78147 -0.78539
O 1.68718 -0.93218 1.90294
*
```

Calculated values
LUMO level (spin up / spin down) = 1.847 / 2.638 eV
E_HOMO (spin up / spin down) = -4.0 / -6.7 eV
Frontier orbital gap (spin up / spin down) = 0.215 / 0.343 Ha
Energy relative to the best compared isomer or geometry (same formula, charge and spin) = 29.02 kJ/mol



(8)
Density functional theory data (the ωB97M-V functional and the def2-TZVPD basis) for 2 unconnected molecules or ions with the total composition CFO5S in a non-equilibrium geometry.

```
! wB97M-V def2-TZVPD RIJCOSX def2/J DEFGRID3
* xyz -1 1
S 0.83759 -0.77242 -0.78650
C -1.88131 0.29223 0.15107
O -1.81338 1.43218 0.24870
O 0.93734 -1.65116 0.41572
O -0.40744 -0.10463 -1.03454
O 1.87484 0.91851 -0.17984
O -2.41287 -0.73488 0.41534
F 2.86523 0.62017 0.77006
*
```

Calculated values
LUMO level = 3.758 eV
E_HOMO = -5.2 eV
Frontier orbital gap = 0.330 Ha
Energy relative to the best compared isomer or geometry (same formula, charge and spin) = 56.25 kJ/mol



(9)
Density functional theory data (the ωB97M-V functional and the def2-TZVPD basis) for a molecular structure, CH10BaO8 in a non-equilibrium geometry.

```
! wB97M-V def2-TZVPD RIJCOSX def2/J DEFGRID3
* xyz 1 2
H -1.43972 -1.01060 3.09481
H -2.66399 -1.49871 0.16385
O 1.06143 -1.18353 -1.83558
H -2.80626 1.47105 0.40894
H 1.00960 -2.13931 -1.84277
H -2.64469 -1.91826 -1.29063
H 2.19806 -1.69210 1.42994
Ba -0.06447 0.34733 -0.07977
H 1.23383 -1.10726 2.43995
O 2.79427 1.09107 -3.21846
O 1.44899 2.01912 -1.81054
O -1.44324 -0.32827 2.42352
C 2.61068 1.80234 -2.22062
H 1.97812 -0.99141 -2.03302
O -2.29786 -1.26051 -0.68787
H -1.58744 0.48448 2.90817
O 1.62611 -0.93999 1.58299
O -2.10183 1.85798 0.92884
H -2.53762 2.51393 1.47295
O 3.62604 2.48264 -1.83470
*
```

Calculated values
LUMO level (spin up / spin down) = -4.086 / -4.085 eV
E_HOMO (spin up / spin down) = -11.8 / -11.5 eV
Expectation value of S² = 0.758
Frontier orbital gap (spin up / spin down) = 0.282 / 0.273 Ha



(10)
Density functional theory data (the ωB97M-V functional and the def2-TZVPD basis) for 3 unconnected molecules or ions with the total composition CH10N2O2 in a non-equilibrium geometry.

```
! wB97M-V def2-TZVPD RIJCOSX def2/J DEFGRID3
* xyz 1 2
H -2.52704 0.08069 -0.12362
H -1.63533 -1.03595 1.61617
H -1.42540 -0.01395 -2.16912
O 1.51216 -0.00479 1.46001
H 1.62866 1.04786 -0.00233
H 2.25425 -0.73501 1.52275
H 0.01491 -0.33379 -1.51849
H -0.98170 0.90043 0.07408
N -0.99100 -0.55291 -1.43535
N -1.02572 -1.05048 0.88757
H 2.07384 2.22039 -0.97708
H -1.12466 -1.92456 0.45142
H 0.66502 -0.48386 1.32374
O 1.47317 1.48827 -0.90776
C -1.45136 -0.06107 -0.13017
*
```

Calculated values
LUMO level (spin up / spin down) = -3.372 / -9.818 eV
E_HOMO (spin up / spin down) = -15.1 / -15.0 eV
Expectation value of S² = 0.755
Frontier orbital gap (spin up / spin down) = 0.430 / 0.190 Ha
Energy relative to the best compared isomer or geometry (same formula, charge and spin) = 60.39 kJ/mol